46
Properties=species:S:1:pos:R:3:forces:R:3 method="wB97M-V/def2-TZVPD" energy_ev=-54933.156 de_lowest_kcal_mol=6.9 total_charge=+1 spin_multiplicity=2 fmax_ha_per_bohr=0.035
Ce -0.9964 0.2520 0.7683 1.335 -0.200 0.315
N -2.1924 -0.0194 3.2255 -0.002 0.016 -0.044
N -1.9848 -1.3740 2.9026 -0.165 -0.355 0.173
C -2.4136 -1.7914 1.6424 -0.881 0.613 -0.690
O -2.1796 -2.9152 1.2649 -0.270 -0.313 -0.085
O -2.9017 -0.7790 0.9069 -0.138 -1.668 0.620
H -1.6600 0.2089 4.0529 0.063 0.002 0.099
H -3.1744 0.1723 3.3819 -0.128 0.166 0.086
H -2.1177 -2.0760 3.6165 0.199 -0.018 0.165
O 0.5402 -1.3885 1.1459 0.723 -1.274 -0.117
S 1.4235 -2.5257 0.5964 -0.387 0.906 0.612
C 2.8088 -1.5760 -0.1364 0.236 0.266 -0.220
C 2.6752 -0.1060 0.1933 -0.021 -0.426 0.033
C 3.2971 0.3965 1.3225 0.038 0.240 0.209
C 3.0716 1.7138 1.7280 0.026 -0.205 -0.080
C 2.2148 2.5228 1.0035 -0.037 0.090 0.014
C 1.6058 2.0309 -0.1491 0.060 0.267 0.072
C 1.8380 0.7302 -0.5487 0.052 -0.321 -0.302
C 0.5242 -3.1422 -0.8336 -0.210 -0.103 -0.434
C 0.1406 -2.1085 -1.8634 0.235 -0.137 0.177
C 0.9923 -1.8546 -2.9307 0.119 0.054 -0.142
C 0.7245 -0.8272 -3.8305 0.021 -0.039 0.046
C -0.3971 -0.0342 -3.6600 -0.040 0.078 0.009
C -1.2892 -0.3184 -2.6302 -0.100 0.106 -0.272
C -1.0395 -1.3647 -1.7605 0.056 -0.312 0.093
H 2.8005 -1.7629 -1.2074 0.078 0.048 -0.012
H 3.7097 -2.0062 0.2985 0.023 0.041 -0.036
H 3.9530 -0.2382 1.9079 -0.023 0.014 -0.022
H 3.5617 2.0987 2.6125 0.004 -0.026 -0.008
H 2.0254 3.5388 1.3235 0.006 -0.009 -0.007
H 0.9630 2.6665 -0.7449 -0.006 0.035 0.001
H 1.3814 0.3647 -1.4632 -0.010 -0.038 -0.016
H -0.3407 -3.6233 -0.3697 -0.034 -0.001 -0.054
H 1.1820 -3.9151 -1.2426 -0.096 -0.010 -0.035
H 1.8708 -2.4737 -3.0805 -0.025 0.021 0.010
H 1.3945 -0.6460 -4.6610 0.005 -0.027 0.023
H -0.6020 0.7755 -4.3487 -0.002 -0.025 0.028
H -2.2064 0.2483 -2.5365 -0.012 0.022 0.001
H -1.8176 -1.6645 -1.0659 0.028 -0.083 0.181
C -2.9333 3.7473 0.7876 -0.042 0.320 0.035
C -1.9303 2.6612 0.6528 0.126 0.083 -0.532
O -1.1777 2.3462 1.6267 -0.310 1.085 0.235
O -1.8363 1.9730 -0.4306 -0.506 1.200 -0.082
H -2.4024 4.6819 0.9815 -0.050 -0.017 -0.020
H -3.5627 3.5577 1.6572 0.026 -0.037 -0.005
H -3.5426 3.8437 -0.1052 0.036 -0.030 -0.020

***

18
Properties=species:S:1:pos:R:3:forces:R:3 method="wB97M-V/def2-TZVPD" energy_ev=-8901.136 smiles="N=C=O.CCCC" de_lowest_kcal_mol=13.0 total_charge=0 fmax_ha_per_bohr=0.017
N 1.2218 -1.8638 1.8091 0.306 0.366 0.175
C 1.8874 -0.8971 2.1246 0.174 0.149 0.110
O 2.5918 -0.0493 2.5188 -0.524 -0.632 -0.285
H 0.4984 -1.8578 1.1076 0.043 0.067 0.026
C -1.7298 -0.7459 -0.6084 -0.009 -0.074 0.014
C -1.3391 0.7292 -0.7021 -0.039 0.044 -0.027
C -0.0224 1.0500 0.0121 0.019 0.024 0.025
C 1.2080 0.5721 -0.7619 0.038 -0.029 -0.034
H -2.6429 -0.9571 -1.1744 0.137 0.027 0.070
H -0.9452 -1.4051 -1.0024 -0.121 0.117 0.041
H -1.9230 -1.0293 0.4344 0.051 0.039 -0.129
H -1.2552 1.0245 -1.7571 -0.020 -0.035 0.144
H -2.1464 1.3357 -0.2740 0.109 -0.078 -0.056
H 0.0608 2.1319 0.1710 -0.026 -0.153 -0.025
H -0.0451 0.6014 1.0162 -0.011 0.085 -0.142
H 1.3212 1.1508 -1.6857 -0.008 -0.092 0.121
H 1.1334 -0.4841 -1.0508 0.010 0.165 0.078
H 2.1261 0.6939 -0.1771 -0.131 0.011 -0.108

***

16
Properties=species:S:1:pos:R:3:forces:R:3 method="wB97M-V/def2-TZVPD" energy_ev=-4342.174 smiles=CC.CC de_lowest_kcal_mol=8.2 total_charge=0 fmax_ha_per_bohr=0.033
C 1.2422 2.1499 -0.0742 1.172 0.155 -0.986
C 0.3839 1.5895 -1.2425 -0.070 0.943 1.238
H 0.7283 2.6343 0.7502 -0.376 -0.153 -0.088
H 1.9529 1.4340 0.3427 -0.262 -0.220 0.031
H 1.8925 2.8996 -0.5314 0.022 0.254 0.345
H 0.6639 2.0408 -2.1868 0.274 -0.143 -0.167
H -0.6166 1.9672 -1.0397 -0.388 -0.629 -0.280
H 0.4510 0.5130 -1.2887 -0.334 -0.099 -0.178
C -0.2724 -1.5630 0.2564 -0.068 -0.474 1.623
C -1.4116 -2.2593 1.0211 0.095 0.395 -0.290
H 0.6478 -2.0995 0.4814 0.233 0.194 -0.124
H -0.3976 -1.5112 -0.7904 -0.283 -0.191 -1.195
H -0.1832 -0.5493 0.6225 0.177 0.278 0.028
H -2.3846 -1.9898 0.6095 -0.037 -0.110 0.015
H -1.3958 -1.9145 2.0546 -0.038 -0.170 0.079
H -1.3007 -3.3418 1.0155 -0.116 -0.028 -0.052

***

40
Properties=species:S:1:pos:R:3:forces:R:3 method="wB97M-V/def2-TZVPD" energy_ev=-72558.137 total_charge=+1 fmax_ha_per_bohr=0.079
C 3.8813 2.5069 -0.2556 -0.272 -0.759 0.090
C 2.3628 2.0715 -0.5920 1.369 -0.918 -0.002
C 2.2773 0.4845 -0.2476 0.111 2.257 -0.951
N 0.8671 0.0401 -0.5353 1.486 -0.862 0.443
C 0.5845 -1.3159 -0.0026 -0.149 -1.334 1.104
C -0.3623 -2.2228 -0.9257 0.432 0.132 -1.413
C -1.4537 -1.4207 -1.7714 -0.704 -0.470 -0.335
C -2.6209 -0.7527 -0.9063 0.891 0.084 -0.550
O -2.1954 0.6429 -0.6543 -2.015 0.357 -0.178
C -3.2245 1.5276 -1.0928 -1.281 1.306 -1.955
C -4.2338 2.1309 -0.0075 0.462 -0.783 0.433
O -3.3815 1.8236 -2.2846 0.973 -1.269 3.582
B -0.0578 -1.1376 1.4886 -0.668 0.844 -1.560
C 0.3709 0.0492 2.5348 -1.716 0.014 0.367
O -1.0659 -2.0896 1.9928 3.391 -0.114 0.896
C 1.9386 -2.2080 0.2529 1.683 -1.405 -1.047
O 2.6584 -2.6367 -0.6558 -2.339 1.547 2.973
O 2.3424 -2.5317 1.6055 -2.782 0.843 -0.128
H 4.0597 2.4281 0.8789 -0.246 0.428 -1.672
H 4.5848 1.7289 -0.7236 -0.957 1.216 0.544
H 4.1594 3.5298 -0.6631 -0.435 -1.283 0.708
H 2.2147 2.1713 -1.7256 -0.123 0.102 1.705
H 1.6030 2.6678 0.0126 0.923 -0.775 -0.987
H 2.5706 0.3960 0.8463 -0.374 -0.400 -1.370
H 3.0331 -0.0053 -0.9633 -0.984 0.346 1.469
H 0.7899 0.0914 -1.5583 -0.308 -0.312 0.582
H 0.3298 -2.7372 -1.6886 -0.997 0.760 1.146
H -0.8858 -3.0708 -0.3686 0.737 1.183 -0.497
H -0.9981 -0.6139 -2.4438 -0.617 -1.118 1.102
H -1.9263 -2.1785 -2.4990 0.697 1.041 1.156
H -3.6080 -0.6950 -1.4768 1.367 -0.533 0.819
H -2.7168 -1.2753 0.1059 -0.175 0.648 -1.398
H -5.2483 2.3019 -0.4999 1.637 0.001 0.536
H -3.7998 3.0957 0.4398 -0.699 -1.406 -0.808
H -4.3974 1.3864 0.8550 0.413 1.096 -1.270
H 1.0133 -0.3640 3.4291 -0.356 1.370 -0.610
H 0.8500 0.9555 2.0496 -0.045 -1.424 0.759
H -0.6064 0.4118 3.0302 1.446 -0.574 -0.520
H -0.6727 -2.9720 1.7707 -1.454 0.395 -0.813
Zn 0.9641 -2.2145 3.2495 1.678 -0.233 -2.351

***

10
Properties=species:S:1:pos:R:3:forces:R:3 method="wB97M-V/def2-TZVPD" energy_ev=-26466.641 de_lowest_kcal_mol=53.5 total_charge=0 fmax_ha_per_bohr=0.082
C -1.3397 -0.3576 -0.4797 1.005 -0.436 -2.568
N 1.5622 0.1141 0.3085 -0.879 -1.256 -0.193
O 0.3258 -2.3073 0.2436 0.014 -0.340 0.137
P 0.3527 -0.8542 0.0736 0.946 -0.335 0.157
Cl 0.3605 2.5502 0.7203 -3.148 2.475 1.336
H -2.0462 -0.9518 0.0708 -0.082 0.049 0.732
H -1.4376 0.7075 -0.4246 -0.436 0.455 0.130
H -1.5528 -0.7179 -1.5854 0.974 0.797 2.065
H 1.3785 2.0882 0.2790 2.542 -1.363 -1.113
H 2.3967 -0.2712 0.7938 -0.936 -0.045 -0.684

***

61
Properties=species:S:1:pos:R:3:forces:R:3 method="wB97M-V/def2-TZVPD" energy_ev=-58551.149 de_lowest_kcal_mol=19.7 total_charge=+1 fmax_ha_per_bohr=0.034
Al -1.9679 1.3822 -1.9819 -0.003 0.007 0.920
O -1.4057 5.1372 -1.6202 -0.010 0.221 0.075
C -1.9572 4.0783 -1.6781 -0.114 0.104 0.185
O -1.6269 3.0754 -2.4663 0.086 0.064 -0.727
C -3.2140 3.7066 -0.8978 -0.098 0.159 0.030
C -4.2846 4.5373 -0.6068 0.233 -0.111 0.057
C -5.5274 3.9479 -0.3882 0.196 -0.156 -0.086
C -5.6941 2.5842 -0.6179 0.173 -0.209 0.057
C -4.5667 1.8321 -0.9061 -0.169 0.042 0.042
N -3.3568 2.3843 -0.8877 0.197 -0.162 -0.223
C -4.5158 0.5195 -1.6809 -0.109 0.084 0.148
O -5.3344 -0.3493 -1.6046 -0.186 -0.070 0.070
O -3.4656 0.5285 -2.4777 -0.053 -0.109 -0.729
H -4.1604 5.6091 -0.6417 0.036 0.041 0.032
H -6.3843 4.5636 -0.1673 -0.102 0.082 0.007
H -6.6709 2.1263 -0.6623 -0.030 -0.030 0.039
C 3.2503 2.7643 -0.5472 0.793 0.095 0.385
N 2.0731 2.2505 -1.2032 -1.000 -0.132 0.088
C 0.8614 1.9943 -0.7118 -0.190 -0.092 -0.161
N 0.0945 1.5005 -1.6781 -0.120 0.119 0.163
C 0.9104 1.4873 -2.7658 0.079 0.123 0.423
N 2.1024 1.9261 -2.4919 0.744 -0.043 -0.924
C 4.1660 1.6593 -0.0654 0.049 -0.025 -0.044
C 5.5419 1.7336 -0.2448 -0.151 -0.008 0.044
C 6.3669 0.7344 0.2525 0.037 -0.002 0.039
C 5.8359 -0.3508 0.9266 -0.223 -0.019 0.026
C 4.4556 -0.4337 1.0953 -0.070 0.451 -0.359
C 3.6316 0.5752 0.6052 0.173 -0.081 0.013
C 3.8294 -1.5452 1.7725 0.199 -0.662 0.542
N 4.3359 -2.3683 2.6381 1.044 1.262 -0.679
N 3.3557 -3.1882 3.0322 -1.444 -0.954 0.269
C 2.2843 -2.8498 2.3856 0.704 -0.053 0.374
O 2.5138 -1.8008 1.5571 0.054 -0.002 0.020
C 0.9529 -3.4076 2.4642 -0.493 -0.018 -0.108
C 0.4894 -4.0096 3.6308 0.084 0.106 -0.192
C -0.8190 -4.4556 3.6824 -0.006 -0.069 0.009
C -1.6557 -4.3180 2.5853 0.070 0.008 -0.109
C -1.1843 -3.7473 1.4079 -0.019 0.078 0.071
C -2.0761 -3.6751 0.1882 -0.111 -0.709 0.556
N -1.7528 -2.5732 -0.6802 -0.092 0.946 -0.064
C -1.9386 -1.2716 -0.4824 0.114 0.088 -0.113
N -1.4726 -0.5979 -1.5275 -0.320 0.207 0.340
C -1.0117 -1.5690 -2.3606 -0.093 0.080 0.274
N -1.1664 -2.7584 -1.8577 0.398 -0.867 -0.698
C 0.1196 -3.2895 1.3554 0.043 -0.039 0.113
H 2.9340 3.3674 0.3084 -0.086 0.056 -0.216
H 3.7766 3.3939 -1.2675 -0.203 0.019 0.123
H 0.5460 2.1618 0.2988 0.084 0.132 0.233
H 0.5900 1.1879 -3.7438 0.089 -0.064 -0.254
H 5.9751 2.5744 -0.7645 0.042 0.099 -0.101
H 7.4345 0.8029 0.1038 0.049 0.002 0.005
H 6.4625 -1.1369 1.3168 0.092 -0.067 0.018
H 2.5664 0.4984 0.7676 -0.097 -0.027 -0.005
H 1.1520 -4.1008 4.4766 0.042 -0.010 0.106
H -1.1955 -4.9084 4.5873 -0.024 -0.030 0.054
H -2.6740 -4.6712 2.6442 -0.150 -0.032 0.002
H -3.1221 -3.5863 0.4922 0.080 -0.073 -0.131
H -1.9473 -4.5855 -0.4059 -0.174 0.233 -0.024
H -2.3857 -0.8313 0.3860 -0.166 -0.057 0.257
H -0.5898 -1.3923 -3.3301 0.114 0.003 -0.146
H 0.5191 -2.8548 0.4511 0.006 0.071 -0.115

***

Please write out number 1 again, unchanged.
46
Properties=species:S:1:pos:R:3:forces:R:3 method="wB97M-V/def2-TZVPD" energy_ev=-54933.156 de_lowest_kcal_mol=6.9 total_charge=+1 spin_multiplicity=2 fmax_ha_per_bohr=0.035
Ce -0.9964 0.2520 0.7683 1.335 -0.200 0.315
N -2.1924 -0.0194 3.2255 -0.002 0.016 -0.044
N -1.9848 -1.3740 2.9026 -0.165 -0.355 0.173
C -2.4136 -1.7914 1.6424 -0.881 0.613 -0.690
O -2.1796 -2.9152 1.2649 -0.270 -0.313 -0.085
O -2.9017 -0.7790 0.9069 -0.138 -1.668 0.620
H -1.6600 0.2089 4.0529 0.063 0.002 0.099
H -3.1744 0.1723 3.3819 -0.128 0.166 0.086
H -2.1177 -2.0760 3.6165 0.199 -0.018 0.165
O 0.5402 -1.3885 1.1459 0.723 -1.274 -0.117
S 1.4235 -2.5257 0.5964 -0.387 0.906 0.612
C 2.8088 -1.5760 -0.1364 0.236 0.266 -0.220
C 2.6752 -0.1060 0.1933 -0.021 -0.426 0.033
C 3.2971 0.3965 1.3225 0.038 0.240 0.209
C 3.0716 1.7138 1.7280 0.026 -0.205 -0.080
C 2.2148 2.5228 1.0035 -0.037 0.090 0.014
C 1.6058 2.0309 -0.1491 0.060 0.267 0.072
C 1.8380 0.7302 -0.5487 0.052 -0.321 -0.302
C 0.5242 -3.1422 -0.8336 -0.210 -0.103 -0.434
C 0.1406 -2.1085 -1.8634 0.235 -0.137 0.177
C 0.9923 -1.8546 -2.9307 0.119 0.054 -0.142
C 0.7245 -0.8272 -3.8305 0.021 -0.039 0.046
C -0.3971 -0.0342 -3.6600 -0.040 0.078 0.009
C -1.2892 -0.3184 -2.6302 -0.100 0.106 -0.272
C -1.0395 -1.3647 -1.7605 0.056 -0.312 0.093
H 2.8005 -1.7629 -1.2074 0.078 0.048 -0.012
H 3.7097 -2.0062 0.2985 0.023 0.041 -0.036
H 3.9530 -0.2382 1.9079 -0.023 0.014 -0.022
H 3.5617 2.0987 2.6125 0.004 -0.026 -0.008
H 2.0254 3.5388 1.3235 0.006 -0.009 -0.007
H 0.9630 2.6665 -0.7449 -0.006 0.035 0.001
H 1.3814 0.3647 -1.4632 -0.010 -0.038 -0.016
H -0.3407 -3.6233 -0.3697 -0.034 -0.001 -0.054
H 1.1820 -3.9151 -1.2426 -0.096 -0.010 -0.035
H 1.8708 -2.4737 -3.0805 -0.025 0.021 0.010
H 1.3945 -0.6460 -4.6610 0.005 -0.027 0.023
H -0.6020 0.7755 -4.3487 -0.002 -0.025 0.028
H -2.2064 0.2483 -2.5365 -0.012 0.022 0.001
H -1.8176 -1.6645 -1.0659 0.028 -0.083 0.181
C -2.9333 3.7473 0.7876 -0.042 0.320 0.035
C -1.9303 2.6612 0.6528 0.126 0.083 -0.532
O -1.1777 2.3462 1.6267 -0.310 1.085 0.235
O -1.8363 1.9730 -0.4306 -0.506 1.200 -0.082
H -2.4024 4.6819 0.9815 -0.050 -0.017 -0.020
H -3.5627 3.5577 1.6572 0.026 -0.037 -0.005
H -3.5426 3.8437 -0.1052 0.036 -0.030 -0.020